Computed, not measured: C6H22ClMg2NNaO12PSSi as an isolated structure in a non-equilibrium geometry, with ωB97M-V with the def2-TZVPD basis set.

Geometry as XYZ:
```
48
Properties=species:S:1:pos:R:3:forces:R:3
C -0.60143 0.95992 -3.02867 0.55 -0.84 0.14
O -1.76169 1.30777 -2.27766 -0.23 0.62 -0.38
C -1.54837 1.83790 -1.02886 -0.04 -0.04 0.47
C -1.30563 0.75260 0.06474 1.58 0.96 -0.02
C 0.28138 0.65935 0.34245 -0.69 -0.80 -0.52
Si 0.86667 -1.08536 0.78354 0.36 -0.52 0.63
P 0.02126 -2.61570 -0.60967 -2.78 1.50 -1.56
O 1.18118 -3.33447 -1.46489 0.08 -0.78 0.68
O -0.50374 -3.90364 0.40268 0.50 0.11 -0.24
S 3.13236 -1.10196 0.92385 -0.04 0.13 0.38
C 3.92515 0.44854 0.52827 0.38 0.27 0.13
O 3.40465 -1.35906 2.35435 0.27 -0.73 0.76
O 3.63784 -2.11406 0.01122 -0.14 0.07 -0.10
H 0.27452 1.57876 -2.79774 -0.22 0.40 0.12
H -0.34737 -0.08928 -2.84287 -0.15 -0.13 -0.10
H -0.81925 1.04387 -4.08737 -0.24 0.10 -0.05
H -2.40143 2.45593 -0.73729 -0.29 -0.18 -0.21
H -0.68050 2.51741 -1.01612 0.04 0.09 -0.14
H -1.81840 1.09911 1.00388 -0.96 -1.22 -0.87
H -1.77361 -0.19125 -0.20020 0.08 -0.13 -0.01
H 0.83050 1.02738 -0.51999 -0.16 0.07 -0.21
H 0.64236 1.29357 1.18382 0.93 -0.79 -0.50
H 0.36430 -1.39858 2.14859 0.03 0.06 0.09
H 1.67946 -2.68182 -1.97283 -0.04 -0.07 -0.23
H -0.74410 -3.53597 1.26965 -0.99 0.47 -0.51
H 3.21821 1.22856 0.25708 -0.24 -0.13 -0.04
H 4.45496 0.77542 1.41811 0.06 -0.04 0.10
H 4.62307 0.29543 -0.28859 0.01 -0.14 -0.09
Na 0.97887 -4.53969 1.58128 1.74 -1.00 1.23
O 1.95639 -4.61416 4.23182 1.70 1.04 -0.77
H 2.44836 -4.52295 5.06652 -1.92 -1.65 1.38
O -1.17497 -2.04439 -3.01632 0.98 -0.13 1.04
H -0.99949 -2.98695 -3.13169 -0.16 0.04 -0.30
C -2.55001 3.67056 -5.51831 1.06 -0.44 0.33
O -3.25766 2.44828 -5.22140 1.62 0.10 0.26
H -2.66963 3.89466 -6.56914 -0.05 -0.06 -0.04
H -2.93487 4.49395 -4.92440 0.03 0.08 -0.02
H -1.48878 3.51273 -5.29496 0.04 0.04 -0.04
H -3.10795 2.29863 -4.27346 -0.36 -0.22 -0.02
Mg 3.50865 -3.50975 4.13035 0.01 1.67 -1.72
Cl -5.11467 3.52686 -5.80973 -2.24 0.44 -0.29
Mg -0.73134 2.14145 1.81952 0.17 0.63 3.03
O 0.07194 0.04412 3.97100 -0.28 1.07 -2.06
H 0.98704 0.23260 4.22227 -0.18 0.19 0.24
N -1.03780 0.02320 7.23243 -0.26 -0.03 -0.09
O 0.16327 0.13012 6.94761 0.43 -0.05 0.14
O -1.60435 0.90449 7.89753 -0.01 -0.04 -0.07
O -1.67536 -0.97413 6.83961 0.07 0.02 0.07
```
Forces are in eV/Å.

The calculation puts the LUMO energy at -4.7 eV. As for the net charge: 0. The value obtained for the highest occupied orbital energy is -5.955 eV.


Computed, not measured: a 2-piece molecular cluster, H4O2 overall, with ωB97M-V with the def2-TZVPD basis set.

Geometry as XYZ:
```
6
Properties=species:S:1:pos:R:3:forces:R:3
O 0.89971 0.64517 -1.31198 -0.18 -0.07 0.21
H 1.74530 1.09326 -1.29152 0.21 0.13 0.07
H 0.78237 0.39579 -2.22865 -0.08 -0.08 -0.23
O -1.28739 -0.54500 1.93301 -0.12 0.07 0.23
H -1.24104 -1.47833 1.72569 0.01 -0.22 -0.02
H -0.89897 -0.11087 1.17347 0.16 0.17 -0.25
```
Forces are in eV/Å.

The calculation puts the LUMO energy at 0.8 eV. As for the net charge: 0. The value obtained for the highest occupied orbital energy is -11.294 eV. Its SMILES is O.O.


Computed, not measured: one molecule with the formula C6H9N, with ωB97M-V with the def2-TZVPD basis set.

Geometry as XYZ:
```
16
Properties=species:S:1:pos:R:3:forces:R:3
C 1.56406 -0.73984 1.13134 0.07 -0.06 -0.06
C 0.26279 -0.50712 0.44181 -0.18 -0.19 0.01
C -0.72887 -1.37818 0.20817 0.17 -0.20 0.40
N -1.98140 -0.75090 -0.06164 -0.03 0.27 0.70
C -1.75708 0.50559 0.04137 -0.20 -0.03 -0.05
C -0.28600 0.84347 0.03179 -0.07 -0.14 0.16
C 0.08035 0.99360 -1.47885 0.01 0.02 -0.12
H 1.51174 -0.28062 2.13002 0.08 -0.07 -0.20
H 2.43246 -0.30452 0.62437 -0.15 -0.05 -0.04
H 1.73378 -1.81085 1.27153 0.06 0.13 -0.05
H -0.75238 -2.44349 0.38800 0.23 -0.04 -0.17
H -2.57930 1.18998 0.21036 -0.01 0.30 -0.74
H 0.02709 1.70646 0.63153 -0.08 -0.23 -0.10
H 1.16157 0.94036 -1.64497 -0.16 0.11 0.14
H -0.30524 1.90193 -1.95172 0.06 -0.02 0.26
H -0.38355 0.13412 -1.97312 0.21 0.20 -0.11
```
Forces are in eV/Å.

The calculation puts the LUMO energy at 0.8 eV. As for the net charge: 0. The value obtained for the highest occupied orbital energy is -8.553 eV. Its SMILES is CC1=CN=C[C@@H]1C.


What did the second record say?
Computed, not measured: a 2-piece molecular cluster, H4O2 overall, with ωB97M-V with the def2-TZVPD basis set.

Geometry as XYZ:
```
6
Properties=species:S:1:pos:R:3:forces:R:3
O 0.89971 0.64517 -1.31198 -0.18 -0.07 0.21
H 1.74530 1.09326 -1.29152 0.21 0.13 0.07
H 0.78237 0.39579 -2.22865 -0.08 -0.08 -0.23
O -1.28739 -0.54500 1.93301 -0.12 0.07 0.23
H -1.24104 -1.47833 1.72569 0.01 -0.22 -0.02
H -0.89897 -0.11087 1.17347 0.16 0.17 -0.25
```
Forces are in eV/Å.

The calculation puts the LUMO energy at 0.8 eV. As for the net charge: 0. The value obtained for the highest occupied orbital energy is -11.294 eV. Its SMILES is O.O.